Density functional theory data (wB97M-V/def2-TZVPD) for a cluster of 9 separate species, C39H46F28NO16 in total.

Properties
total charge	+1
HOMO	-12.320	eV
molar mass	1316.7	u
orbital gap	7.2	eV
DFT total energy	-5568.4077	Eh

Cartesian coordinates (Å):
F (-4.035, 0.065, 4.181)
C (-4.086, -1.125, 3.497)
F (-3.589, -2.131, 4.316)
C (-3.191, -1.158, 2.191)
F (-3.712, -0.416, 1.131)
F (-3.222, -2.480, 1.752)
C (-1.696, -0.840, 2.490)
C (-1.213, 0.275, 3.290)
C (0.197, 0.440, 3.531)
N (1.115, -0.440, 3.015)
C (0.711, -1.483, 2.230)
C (-0.683, -1.742, 1.924)
H (-5.146, -1.358, 3.245)
H (-1.917, 1.006, 3.737)
H (0.512, 1.320, 4.160)
H (2.098, -0.284, 3.244)
H (1.497, -2.167, 1.804)
H (-0.918, -2.624, 1.296)
C (-1.468, 4.311, 7.350)
C (-0.720, 5.130, 6.318)
O (0.661, 5.280, 6.692)
C (1.471, 4.272, 6.377)
O (1.130, 3.265, 5.815)
C (2.907, 4.597, 6.793)
F (2.970, 5.132, 8.020)
F (3.471, 5.479, 5.951)
F (3.689, 3.509, 6.802)
H (-1.351, 4.746, 8.343)
H (-2.530, 4.265, 7.106)
H (-1.081, 3.291, 7.399)
H (-1.139, 6.134, 6.270)
H (-0.806, 4.697, 5.319)
C (4.050, -6.267, 5.422)
C (3.700, -6.869, 4.077)
O (3.438, -5.834, 3.109)
C (4.510, -5.300, 2.516)
O (5.641, -5.615, 2.734)
C (4.077, -4.257, 1.484)
F (3.100, -3.433, 1.946)
F (3.590, -4.830, 0.371)
F (5.079, -3.464, 1.100)
H (3.268, -5.580, 5.750)
H (4.171, -7.050, 6.172)
H (4.978, -5.696, 5.367)
H (2.784, -7.453, 4.161)
H (4.481, -7.543, 3.721)
C (-7.223, -1.467, 0.584)
C (-8.545, -1.962, 0.035)
O (-9.481, -2.195, 1.100)
C (-10.142, -1.119, 1.543)
O (-10.000, -0.009, 1.120)
C (-11.133, -1.521, 2.637)
F (-10.592, -2.376, 3.524)
F (-12.215, -2.129, 2.120)
F (-11.574, -0.468, 3.334)
H (-6.836, -2.161, 1.335)
H (-6.488, -1.367, -0.211)
H (-7.339, -0.496, 1.071)
H (-8.401, -2.919, -0.466)
H (-8.958, -1.271, -0.701)
C (-3.064, 3.341, -3.123)
C (-2.994, 1.893, -2.682)
O (-4.271, 1.448, -2.192)
C (-5.148, 1.053, -3.122)
O (-4.939, 1.052, -4.300)
C (-6.437, 0.564, -2.457)
F (-6.848, 1.378, -1.471)
F (-6.279, -0.660, -1.906)
F (-7.454, 0.469, -3.317)
H (-3.442, 3.970, -2.314)
H (-2.077, 3.700, -3.419)
H (-3.743, 3.462, -3.967)
H (-2.292, 1.794, -1.853)
H (-2.639, 1.245, -3.485)
C (6.273, -2.221, -3.401)
C (4.997, -2.585, -2.671)
O (4.195, -1.414, -2.426)
C (3.417, -1.006, -3.434)
O (3.347, -1.534, -4.503)
C (2.594, 0.208, -2.999)
F (3.329, 1.110, -2.322)
F (1.576, -0.148, -2.184)
F (2.049, 0.856, -4.032)
H (6.822, -1.453, -2.860)
H (6.914, -3.096, -3.513)
H (6.057, -1.821, -4.393)
H (5.240, -3.004, -1.694)
H (4.426, -3.341, -3.212)
C (3.807, 3.173, 0.027)
C (4.976, 3.860, 0.703)
O (5.291, 5.092, 0.039)
C (4.549, 6.150, 0.389)
O (3.665, 6.125, 1.197)
C (5.022, 7.399, -0.356)
F (5.252, 7.157, -1.658)
F (6.169, 7.873, 0.161)
F (4.128, 8.392, -0.299)
H (4.006, 3.033, -1.035)
H (3.618, 2.198, 0.483)
H (2.899, 3.774, 0.107)
H (5.865, 3.233, 0.632)
H (4.785, 4.030, 1.765)
C (-7.185, 0.783, -6.408)
C (-7.404, 1.384, -7.781)
O (-8.164, 0.491, -8.613)
C (-9.491, 0.533, -8.457)
O (-10.066, 1.246, -7.688)
C (-10.169, -0.429, -9.435)
F (-9.548, -1.621, -9.489)
F (-10.173, 0.064, -10.686)
F (-11.443, -0.672, -9.107)
H (-6.724, -0.203, -6.489)
H (-6.545, 1.423, -5.807)
H (-8.133, 0.652, -5.883)
H (-6.444, 1.529, -8.277)
H (-7.885, 2.362, -7.721)
C (12.464, -3.158, -1.504)
C (11.185, -3.513, -0.775)
O (10.386, -2.337, -0.548)
C (9.618, -1.945, -1.566)
O (9.559, -2.499, -2.628)
C (8.797, -0.714, -1.156)
F (9.527, 0.194, -0.492)
F (7.770, -1.041, -0.344)
F (8.257, -0.069, -2.207)
H (13.011, -2.382, -0.966)
H (13.104, -4.036, -1.605)
H (12.253, -2.769, -2.501)
H (11.422, -3.920, 0.208)
H (10.613, -4.272, -1.310)

=====

Density functional theory data (wB97M-V/def2-TZVPD) for a structure of composition C58H54Cl16InO.

Properties
total charge	-1
HOMO	-4.211	eV
molar mass	1449.1	u
orbital gap	5.8	eV
DFT total energy	-9870.7868	Eh

Cartesian coordinates (Å):
C (5.032, -3.015, 0.406)
C (4.244, -4.104, -0.422)
C (4.944, -5.154, -1.388)
C (2.783, -4.175, -0.369)
C (2.002, -3.383, -1.509)
C (0.810, -2.513, -0.895)
C (-0.441, -2.601, -1.914)
C (-1.310, -1.314, -1.626)
C (-1.141, -3.997, -1.637)
C (-2.721, -4.061, -1.780)
In (-3.547, -4.812, 0.207)
O (-2.077, -5.849, 1.337)
H (5.582, -3.488, 1.278)
H (4.296, -2.235, 0.776)
H (5.748, -2.498, -0.308)
H (4.383, -5.096, -2.379)
H (4.848, -6.179, -0.930)
H (6.019, -4.829, -1.528)
H (2.224, -4.770, 0.407)
H (2.697, -2.667, -2.036)
H (1.596, -4.132, -2.264)
H (0.513, -2.897, 0.133)
H (1.118, -1.433, -0.740)
H (0.040, -2.563, -2.946)
H (-1.558, -1.152, -0.539)
H (-0.678, -0.416, -1.942)
H (-2.231, -1.260, -2.290)
H (-0.710, -4.736, -2.395)
H (-0.803, -4.389, -0.627)
H (-2.967, -4.878, -2.528)
H (-3.224, -3.131, -2.163)
H (-4.866, -6.036, -0.060)
H (-4.261, -3.480, 1.174)
H (-1.236, -5.358, 1.329)
Cl (-2.510, 2.093, -4.973)
C (-1.996, 3.067, -3.641)
C (-2.432, 2.830, -2.339)
Cl (-3.506, 1.536, -1.948)
C (-1.994, 3.649, -1.302)
C (-1.121, 4.698, -1.560)
C (-0.682, 4.933, -2.858)
C (-1.120, 4.120, -3.897)
H (-2.330, 3.469, -0.287)
H (-0.782, 5.331, -0.747)
H (0.003, 5.749, -3.061)
H (-0.776, 4.307, -4.907)
Cl (-5.919, -7.345, -3.073)
C (-4.715, -7.783, -4.230)
C (-3.356, -7.777, -3.920)
Cl (-2.775, -7.344, -2.355)
C (-2.423, -8.131, -4.893)
C (-2.843, -8.493, -6.168)
C (-4.200, -8.504, -6.475)
C (-5.133, -8.149, -5.508)
H (-1.365, -8.126, -4.658)
H (-2.113, -8.765, -6.922)
H (-4.531, -8.788, -7.468)
H (-6.189, -8.158, -5.752)
Cl (2.378, 6.490, -1.326)
C (2.765, 5.669, 0.146)
C (2.410, 4.341, 0.372)
Cl (1.566, 3.397, -0.802)
C (2.740, 3.731, 1.579)
C (3.425, 4.439, 2.557)
C (3.785, 5.764, 2.331)
C (3.454, 6.377, 1.128)
H (2.465, 2.696, 1.760)
H (3.679, 3.959, 3.496)
H (4.322, 6.319, 3.092)
H (3.736, 7.410, 0.958)
Cl (5.237, 1.887, 0.200)
C (6.530, 2.921, -0.293)
C (7.095, 3.863, 0.565)
Cl (6.554, 4.065, 2.193)
C (8.132, 4.677, 0.114)
C (8.605, 4.550, -1.187)
C (8.044, 3.607, -2.041)
C (7.009, 2.795, -1.595)
H (8.574, 5.412, 0.776)
H (9.412, 5.187, -1.534)
H (8.414, 3.504, -3.056)
H (6.574, 2.062, -2.265)
Cl (4.615, -9.586, 0.917)
C (3.769, -8.649, 2.098)
C (2.837, -7.676, 1.742)
Cl (2.444, -7.337, 0.096)
C (2.189, -6.942, 2.733)
C (2.467, -7.180, 4.074)
C (3.394, -8.155, 4.429)
C (4.044, -8.888, 3.442)
H (1.464, -6.183, 2.462)
H (1.961, -6.605, 4.841)
H (3.610, -8.344, 5.475)
H (4.766, -9.645, 3.724)
Cl (-8.827, 4.521, 1.033)
C (-7.916, 4.613, -0.434)
C (-8.176, 5.573, -1.409)
Cl (-9.421, 6.758, -1.225)
C (-7.418, 5.597, -2.577)
C (-6.401, 4.669, -2.769)
C (-6.137, 3.714, -1.793)
C (-6.895, 3.686, -0.628)
H (-7.619, 6.340, -3.340)
H (-5.813, 4.691, -3.681)
H (-5.340, 2.992, -1.939)
H (-6.686, 2.939, 0.129)
Cl (-5.380, 6.925, 0.075)
C (-5.875, 7.980, 1.350)
C (-5.106, 9.071, 1.748)
Cl (-3.603, 9.461, 0.990)
C (-5.546, 9.887, 2.788)
C (-6.751, 9.617, 3.426)
C (-7.521, 8.531, 3.025)
C (-7.084, 7.714, 1.989)
H (-4.950, 10.736, 3.103)
H (-7.089, 10.255, 4.236)
H (-8.463, 8.320, 3.519)
H (-7.687, 6.869, 1.682)
Cl (4.373, -1.357, 3.631)
C (3.636, -0.457, 4.907)
C (2.714, 0.559, 4.660)
Cl (2.230, 0.987, 3.058)
C (2.154, 1.262, 5.723)
C (2.509, 0.951, 7.031)
C (3.425, -0.066, 7.278)
C (3.987, -0.768, 6.218)
H (1.439, 2.054, 5.536)
H (2.072, 1.501, 7.856)
H (3.701, -0.313, 8.297)
H (4.701, -1.559, 6.416)

=====

Density functional theory data (wB97M-V/def2-TZVPD) for the molecule C2H5NO.

Properties
multiplicity	3
expectation value of S²	2.009
HOMO (spin up / spin down)	-5.460 / -9.727	eV
molar mass	59.1	u
orbital gap (spin up / spin down)	6.6 / 6.7	eV
DFT total energy	-208.9332	Eh

Cartesian coordinates (Å):
C (-1.334, -0.054, -0.189)
C (0.995, 0.530, 0.134)
N (-2.433, 0.352, 0.136)
O (-0.212, 1.021, -0.001)
H (-0.801, -1.009, -0.353)
H (1.501, 0.407, -0.829)
H (1.159, -0.341, 0.879)
H (1.707, 1.349, 0.375)
H (-3.266, -0.093, 0.076)

=====

Density functional theory data (wB97M-V/def2-TZVPD) for a structure of composition C32H46BrN9O2PSSr.

Properties
total charge	-1
HOMO (spin up / spin down)	-3.008 / -4.057	eV
molar mass	819.3	u
orbital gap (spin up / spin down)	5.3 / 6.3	eV
DFT total energy	-5234.7080	Eh

Cartesian coordinates (Å):
Sr (0.621, -0.520, 0.267)
Br (-0.615, -2.919, 7.554)
C (-0.663, -2.802, 5.651)
C (-0.916, -3.933, 4.898)
C (-0.942, -3.849, 3.514)
C (-0.718, -2.630, 2.840)
C (-0.456, -1.505, 3.648)
C (-0.433, -1.584, 5.028)
N (-0.690, -2.474, 1.472)
C (-1.170, -3.440, 0.682)
C (-1.055, -3.413, -0.721)
C (-1.552, -4.492, -1.507)
C (-1.391, -4.486, -2.862)
C (-0.732, -3.399, -3.474)
C (-0.294, -2.376, -2.659)
N (-0.436, -2.350, -1.331)
H (-1.081, -4.885, 5.387)
H (-1.105, -4.759, 2.953)
H (-0.283, -0.541, 3.178)
H (-0.241, -0.698, 5.620)
H (-1.694, -4.301, 1.093)
H (-2.048, -5.316, -1.007)
H (-1.760, -5.311, -3.460)
H (-0.570, -3.358, -4.542)
H (0.199, -1.508, -3.084)
C (0.035, 3.452, 2.840)
C (-1.395, 3.217, 2.466)
C (-2.398, 4.126, 2.745)
C (-3.723, 3.911, 2.370)
C (-4.036, 2.723, 1.708)
C (-3.081, 1.773, 1.403)
C (-3.399, 0.493, 0.696)
C (-1.714, 2.009, 1.760)
N (-0.767, 1.152, 1.418)
H (0.176, 4.438, 3.287)
H (0.684, 3.375, 1.963)
H (0.390, 2.699, 3.551)
H (-2.126, 5.039, 3.269)
H (-4.492, 4.637, 2.598)
H (-5.064, 2.521, 1.417)
H (-4.449, 0.441, 0.401)
H (-3.165, -0.373, 1.323)
H (-2.780, 0.397, -0.202)
N (2.870, 0.449, -0.744)
C (3.436, -0.023, -1.649)
N (4.012, -0.530, -2.704)
C (5.275, -0.901, -2.505)
N (6.378, -1.245, -2.383)
C (0.075, 3.736, -4.162)
N (0.303, 2.371, -3.742)
C (1.619, 1.837, -4.068)
P (-0.710, 1.567, -2.713)
O (0.037, 0.591, -1.884)
N (-1.843, 0.813, -3.660)
C (-2.737, -0.173, -3.072)
C (-2.196, 1.229, -5.000)
N (-1.516, 2.687, -1.817)
C (-2.844, 3.194, -2.095)
C (-0.710, 3.538, -0.946)
H (0.223, 3.827, -5.244)
H (0.768, 4.429, -3.671)
H (-0.943, 4.046, -3.933)
H (1.768, 1.830, -5.152)
H (1.719, 0.823, -3.698)
H (2.411, 2.440, -3.612)
H (-2.342, -0.512, -2.117)
H (-2.806, -1.048, -3.724)
H (-3.746, 0.228, -2.918)
H (-1.399, 1.828, -5.433)
H (-3.128, 1.811, -5.026)
H (-2.339, 0.344, -5.627)
H (-3.372, 2.525, -2.772)
H (-2.810, 4.194, -2.548)
H (-3.406, 3.263, -1.160)
H (0.192, 3.009, -0.644)
H (-1.276, 3.776, -0.044)
H (-0.434, 4.474, -1.449)
C (4.192, -2.503, 4.045)
C (4.043, -1.010, 3.802)
S (3.647, -0.591, 2.093)
O (2.495, -1.490, 1.745)
C (5.123, -1.254, 1.240)
C (4.846, -2.574, 0.537)
H (4.250, -2.707, 5.115)
H (5.092, -2.897, 3.574)
H (3.326, -3.030, 3.644)
H (4.933, -0.434, 4.066)
H (3.197, -0.603, 4.360)
H (5.924, -1.335, 1.977)
H (5.398, -0.486, 0.517)
H (4.693, -3.387, 1.245)
H (5.687, -2.806, -0.116)
H (3.952, -2.497, -0.081)

=====

Density functional theory data (wB97M-V/def2-TZVPD) for a cluster of 2 separate species, H2IO in total.

Properties
multiplicity	2
expectation value of S²	0.754
HOMO (spin up / spin down)	-10.361 / -10.345	eV
molar mass	144.9	u
orbital gap (spin up / spin down)	10.8 / 8.5	eV
DFT total energy	-374.0263	Eh

Cartesian coordinates (Å):
H (-0.980, -1.285, 0.000)
I (0.632, -1.537, 0.000)
H (0.676, 1.315, 0.000)
O (-0.329, 1.508, 0.000)

=====

Density functional theory data (wB97M-V/def2-TZVPD) for a structure of composition C27H45CeCl2N2OP.

Properties
multiplicity	2
expectation value of S²	0.751
total charge	-1
HOMO (spin up / spin down)	-1.508 / -1.605	eV
molar mass	655.7	u
orbital gap (spin up / spin down)	3.6 / 3.7	eV
DFT total energy	-2977.5355	Eh

Cartesian coordinates (Å):
P (-2.619, 1.082, -3.571)
C (-4.311, 0.246, -3.442)
C (-5.397, 0.580, -4.469)
C (-6.738, -0.051, -4.054)
C (-6.610, -1.567, -3.869)
C (-5.502, -1.911, -2.869)
C (-4.165, -1.273, -3.280)
C (-1.771, 0.400, -5.117)
C (-2.584, 0.254, -6.403)
C (-1.664, -0.114, -7.583)
C (-0.871, -1.393, -7.291)
C (-0.082, -1.270, -5.983)
C (-0.998, -0.894, -4.806)
C (-3.102, 2.798, -4.140)
C (-3.946, 3.476, -3.047)
C (-4.335, 4.909, -3.435)
C (-3.098, 5.754, -3.759)
C (-2.251, 5.086, -4.848)
C (-1.863, 3.650, -4.461)
H (-4.657, 0.640, -2.464)
H (-5.108, 0.190, -5.456)
H (-5.520, 1.665, -4.581)
H (-7.507, 0.181, -4.801)
H (-7.065, 0.403, -3.108)
H (-7.565, -1.992, -3.541)
H (-6.374, -2.027, -4.839)
H (-5.782, -1.539, -1.874)
H (-5.386, -2.997, -2.784)
H (-3.385, -1.507, -2.540)
H (-3.842, -1.708, -4.238)
H (-1.009, 1.182, -5.292)
H (-0.964, 0.715, -7.761)
H (-3.138, 1.175, -6.631)
H (-3.327, -0.548, -6.277)
H (-2.256, -0.232, -8.499)
H (-0.196, -1.621, -8.123)
H (-1.571, -2.236, -7.210)
H (0.442, -2.207, -5.763)
H (0.687, -0.492, -6.096)
H (-0.411, -0.770, -3.885)
H (-1.707, -1.716, -4.625)
H (-3.715, 2.718, -5.062)
H (-4.850, 2.891, -2.835)
H (-3.356, 3.495, -2.118)
H (-4.991, 4.876, -4.317)
H (-4.912, 5.368, -2.625)
H (-2.491, 5.865, -2.850)
H (-3.394, 6.761, -4.070)
H (-1.347, 5.672, -5.043)
H (-2.824, 5.059, -5.785)
H (-1.280, 3.199, -5.273)
H (-1.212, 3.672, -3.573)
Ce (-0.069, 0.155, 0.025)
Cl (1.234, 1.037, -1.844)
Cl (-2.305, -0.376, 0.743)
C (1.061, -1.588, 0.562)
H (1.819, -1.406, 1.309)
C (0.898, -2.754, -0.155)
C (1.959, -3.676, -0.070)
C (1.896, -4.871, -0.740)
C (0.771, -5.201, -1.517)
C (-0.297, -4.306, -1.603)
C (-0.256, -3.088, -0.938)
H (2.818, -3.396, 0.535)
H (2.725, -5.570, -0.666)
H (-1.179, -4.559, -2.189)
H (-1.110, -2.397, -0.964)
H (0.732, -6.151, -2.040)
C (0.777, 1.653, 4.722)
N (1.843, 1.676, 3.711)
C (1.669, 1.279, 2.448)
N (2.719, 1.242, 1.572)
O (0.500, 0.907, 2.024)
H (-0.170, 1.299, 4.308)
H (0.643, 2.663, 5.119)
H (1.079, 0.985, 5.533)
H (2.766, 1.968, 4.013)
H (2.592, 0.931, 0.607)
H (3.635, 1.524, 1.884)

=====

Largest force on an atom values, unit eV/Å, following the record order: 2.662; 2.746; 11.552; 0.458; 2.082; 5.185.